The following is a DFT calculation (ωB97M-V/def2-TZVPD) of one molecule with the formula C22H28N2O3S.

Geometry as XYZ:
```
56
Properties=species:S:1:pos:R:3:nbo_charge:R:1
C 2.682 -1.960 -4.522 -0.609
C 3.342 -2.269 -3.183 -0.415
C 2.951 -1.355 -2.050 -0.065
C 3.321 -1.697 -0.751 -0.191
C 2.959 -0.917 0.325 -0.293
C 2.202 0.241 0.140 0.388
O 1.874 0.920 1.280 -0.521
C 0.799 1.823 1.292 -0.069
C -0.572 1.097 1.437 -0.115
C -0.777 0.131 0.310 0.033
C -0.372 -1.190 0.425 -0.301
C -0.417 -2.064 -0.652 0.296
O 0.001 -3.367 -0.568 -0.525
C 0.577 -3.814 0.635 -0.252
C -0.914 -1.594 -1.883 0.258
O -1.017 -2.283 -3.054 -0.501
C -0.604 -3.627 -3.159 -0.240
C -1.369 -0.281 -1.966 -0.233
C -1.296 0.586 -0.893 -0.052
C -1.760 2.009 -0.942 -0.416
C -2.472 2.351 0.366 -0.214
N -1.653 2.067 1.530 -0.428
C -1.969 2.579 2.746 0.309
S -0.998 2.344 4.070 -0.290
N -3.090 3.341 2.838 -0.605
C -3.515 3.895 4.101 -0.414
C 1.882 0.619 -1.157 -0.331
C 2.246 -0.177 -2.229 -0.145
H 3.022 -1.003 -4.911 0.204
H 1.600 -1.931 -4.421 0.209
H 2.940 -2.729 -5.247 0.212
H 3.098 -3.295 -2.892 0.203
H 4.430 -2.227 -3.303 0.210
H 3.893 -2.599 -0.585 0.207
H 3.240 -1.188 1.331 0.221
H 0.798 2.475 0.414 0.161
H 0.949 2.436 2.185 0.228
H -0.529 0.556 2.391 0.251
H 0.014 -1.523 1.375 0.227
H -0.145 -3.797 1.459 0.176
H 1.456 -3.220 0.901 0.187
H 0.877 -4.843 0.444 0.198
H -0.783 -3.896 -4.201 0.187
H 0.456 -3.744 -2.928 0.182
H -1.189 -4.281 -2.510 0.184
H -1.761 0.048 -2.915 0.221
H -0.911 2.684 -1.079 0.211
H -2.446 2.166 -1.775 0.226
H -3.405 1.768 0.411 0.187
H -2.721 3.418 0.368 0.209
H -3.828 3.182 2.171 0.389
H -3.997 3.146 4.737 0.196
H -4.210 4.710 3.910 0.197
H -2.641 4.273 4.627 0.238
H 1.334 1.526 -1.355 0.211
H 1.958 0.143 -3.218 0.206
```

Its SMILES is CCc1ccc(OC[C@@H]2c3cc(OC)c(OC)cc3CCN2C(=S)NC)cc1. For the energy above the lowest of the compared OMol25 structures with the same formula, charge and spin, the calculation gives 166.1 kJ/mol. The electronic energy is -43225.960 eV. As for the HOMO energy: -7.7 eV.


The following is a DFT calculation (ωB97M-V/def2-TZVPD) of one molecule with the formula C22H28N2O3S.

Geometry as XYZ:
```
56
Properties=species:S:1:pos:R:3:nbo_charge:R:1
O -0.129 5.756 -0.676 -0.633
C -0.542 4.968 0.147 0.677
C -2.014 4.600 0.270 -0.478
C -2.332 3.422 -0.665 -0.420
C -1.516 2.206 -0.328 -0.017
C -0.520 1.756 -1.187 -0.161
C 0.225 0.631 -0.873 -0.186
C -0.014 -0.027 0.315 -0.355
S 0.871 -1.518 0.725 2.322
O 1.857 -1.782 -0.287 -0.948
O 1.291 -1.488 2.096 -0.947
N -0.389 -2.610 0.665 -0.878
C -0.792 -3.064 -0.656 -0.047
C 0.105 -4.182 -1.190 -0.431
C 0.033 -5.439 -0.314 -0.413
C -1.379 -5.672 0.243 -0.406
C -2.426 -5.022 -0.654 -0.400
C -2.270 -3.499 -0.635 -0.412
C -0.987 0.410 1.192 -0.183
C -1.740 1.523 0.866 -0.190
N 0.253 4.344 1.043 -0.608
C 1.699 4.473 1.027 -0.249
C 2.357 3.191 0.588 -0.045
C 2.792 3.031 -0.720 -0.206
C 3.390 1.847 -1.117 -0.218
C 3.553 0.811 -0.213 -0.226
C 3.104 0.956 1.089 -0.158
C 2.508 2.140 1.485 -0.231
H -2.606 5.463 -0.033 0.239
H -2.257 4.344 1.302 0.205
H -2.129 3.729 -1.692 0.224
H -3.395 3.184 -0.580 0.221
H -0.332 2.285 -2.108 0.216
H 0.994 0.258 -1.530 0.249
H -0.257 -3.355 1.330 0.404
H -0.676 -2.179 -1.291 0.214
H 1.131 -3.816 -1.236 0.243
H -0.216 -4.413 -2.207 0.204
H 0.746 -5.360 0.509 0.203
H 0.338 -6.295 -0.918 0.214
H -1.471 -5.246 1.245 0.185
H -1.572 -6.743 0.328 0.215
H -2.312 -5.400 -1.671 0.196
H -3.429 -5.287 -0.316 0.213
H -2.724 -3.093 0.269 0.214
H -2.792 -3.070 -1.491 0.214
H -1.138 -0.132 2.111 0.237
H -2.517 1.860 1.537 0.207
H -0.126 3.610 1.621 0.398
H 1.925 5.285 0.332 0.243
H 2.038 4.749 2.031 0.200
H 2.665 3.840 -1.423 0.217
H 3.734 1.736 -2.135 0.213
H 4.011 -0.116 -0.520 0.226
H 3.212 0.146 1.792 0.225
H 2.167 2.254 2.505 0.206
```

Its SMILES is O=C(CCc1ccc(S(=O)(=O)NC2CCCCC2)cc1)NCc1ccccc1. For the energy above the lowest of the compared OMol25 structures with the same formula, charge and spin, the calculation gives 28.8 kJ/mol. The electronic energy is -43227.383 eV. As for the HOMO energy: -9.0 eV.


The following is a DFT calculation (ωB97M-V/def2-TZVPD) of one molecule with the formula C22H28N2O5.

Geometry as XYZ:
```
57
Properties=species:S:1:pos:R:3:nbo_charge:R:1
C -1.595 -0.736 1.772 -0.644
C -0.266 -0.117 1.514 0.139
C 0.676 -0.460 0.594 -0.278
C 1.768 0.446 0.735 -0.221
C 2.988 0.476 -0.037 0.549
O 3.984 1.111 0.255 -0.562
C 2.981 -0.367 -1.318 -0.178
O 1.890 0.013 -2.146 -0.499
C 1.079 -0.942 -2.609 0.808
O 1.270 -2.129 -2.377 -0.661
C -0.018 -0.412 -3.424 -0.282
C -0.065 0.958 -3.698 -0.114
C -1.030 1.491 -4.520 -0.284
C -1.973 0.646 -5.096 -0.144
C -1.959 -0.704 -4.836 -0.321
C -0.999 -1.273 -3.982 0.324
N -1.031 -2.588 -3.640 -0.626
C -1.670 -3.632 -4.399 -0.243
C -0.868 -3.984 -5.665 -0.072
O 0.380 -4.550 -5.363 -0.715
C 1.428 1.318 1.767 0.246
C 2.201 2.454 2.324 -0.682
N 0.194 0.980 2.212 -0.334
C -0.518 1.614 3.288 -0.239
C -0.202 0.964 4.658 0.093
C -1.280 1.266 5.705 -0.429
C -0.805 2.606 6.261 -0.437
C 0.718 2.464 6.183 -0.071
O 1.000 1.477 5.199 -0.532
H -1.707 -1.608 1.134 0.237
H -1.696 -1.050 2.811 0.210
H -2.405 -0.042 1.544 0.214
H 0.609 -1.289 -0.079 0.225
H 2.906 -1.434 -1.074 0.227
H 3.911 -0.182 -1.865 0.211
H 0.685 1.594 -3.254 0.233
H -1.051 2.550 -4.724 0.215
H -2.726 1.051 -5.756 0.213
H -2.704 -1.335 -5.294 0.212
H -0.239 -2.878 -3.073 0.427
H -2.684 -3.339 -4.677 0.195
H -1.729 -4.515 -3.760 0.212
H -1.403 -4.735 -6.250 0.180
H -0.746 -3.077 -6.277 0.160
H 0.867 -3.944 -4.789 0.469
H 2.357 2.309 3.392 0.244
H 1.675 3.398 2.172 0.211
H 3.164 2.502 1.826 0.269
H -1.589 1.537 3.087 0.212
H -0.240 2.669 3.325 0.221
H -0.052 -0.111 4.506 0.197
H -1.254 0.505 6.486 0.215
H -2.281 1.305 5.283 0.215
H -1.151 3.424 5.628 0.202
H -1.145 2.786 7.278 0.223
H 1.136 2.118 7.135 0.177
H 1.213 3.400 5.907 0.182
```

Its SMILES is Cc1cc(C(=O)COC(=O)c2ccccc2NCCO)c(C)n1C[C@@H]1CCCO1. For the energy above the lowest of the compared OMol25 structures with the same formula, charge and spin, the calculation gives 185.4 kJ/mol. The electronic energy is -36486.468 eV. As for the HOMO energy: -8.0 eV.


The following is a DFT calculation (ωB97M-V/def2-TZVPD) of one molecule with the formula C22H28N4O2.

Geometry as XYZ:
```
56
Properties=species:S:1:pos:R:3:nbo_charge:R:1
C 4.924 4.059 1.672 -0.627
C 4.350 2.854 0.990 -0.017
C 2.976 2.738 0.808 -0.197
C 2.438 1.642 0.162 -0.231
C 3.263 0.631 -0.318 0.034
C 2.652 -0.575 -0.985 -0.264
N 2.014 -1.443 -0.013 -0.593
C 0.691 -1.374 0.248 0.678
O -0.045 -0.651 -0.414 -0.670
C 0.202 -2.260 1.336 -0.210
C 1.037 -2.613 2.396 -0.169
C 0.610 -3.462 3.397 -0.246
C -0.674 -3.983 3.349 -0.168
C -1.532 -3.627 2.331 -0.272
C -1.124 -2.747 1.326 0.286
N -1.983 -2.343 0.322 -0.672
C -3.271 -2.698 0.089 0.679
O -3.916 -3.521 0.704 -0.613
C -3.846 -1.948 -1.117 -0.303
N -3.147 -0.703 -1.332 -0.459
C -3.580 0.351 -0.435 -0.231
C -2.603 1.518 -0.534 -0.227
N -2.571 2.017 -1.898 -0.442
C -1.702 3.166 -2.019 -0.404
C -2.160 0.944 -2.787 -0.231
C -3.150 -0.212 -2.693 -0.215
C 4.633 0.739 -0.131 -0.223
C 5.169 1.841 0.512 -0.216
H 5.956 3.886 1.967 0.215
H 4.899 4.915 0.998 0.221
H 4.342 4.314 2.556 0.218
H 2.324 3.518 1.174 0.209
H 1.370 1.561 0.027 0.225
H 3.411 -1.148 -1.523 0.204
H 1.870 -0.261 -1.682 0.239
H 2.611 -2.013 0.561 0.401
H 2.030 -2.190 2.464 0.204
H 1.274 -3.714 4.210 0.215
H -1.012 -4.659 4.120 0.216
H -2.538 -4.013 2.301 0.261
H -1.633 -1.589 -0.285 0.472
H -4.931 -1.831 -0.966 0.201
H -3.703 -2.597 -1.987 0.223
H -3.591 -0.032 0.588 0.207
H -4.595 0.700 -0.691 0.175
H -2.928 2.326 0.126 0.198
H -1.608 1.170 -0.214 0.191
H -2.063 3.956 -1.362 0.199
H -0.657 2.939 -1.756 0.163
H -1.730 3.528 -3.046 0.199
H -2.136 1.328 -3.810 0.198
H -1.158 0.569 -2.520 0.184
H -2.836 -1.016 -3.363 0.201
H -4.150 0.138 -3.002 0.171
H 5.288 -0.039 -0.497 0.204
H 6.239 1.912 0.645 0.208
```

Its SMILES is Cc1ccc(CNC(=O)c2ccccc2NC(=O)CN2CCN(C)CC2)cc1. For the energy above the lowest of the compared OMol25 structures with the same formula, charge and spin, the calculation gives 50.1 kJ/mol. The electronic energy is -33325.314 eV. As for the HOMO energy: -8.4 eV.


The following is a DFT calculation (ωB97M-V/def2-TZVPD) of one molecule with the formula C22H28N4O5.

Geometry as XYZ:
```
59
Properties=species:S:1:pos:R:3:nbo_charge:R:1
C 4.828 4.731 -0.520 -0.623
C 5.576 3.442 -0.237 -0.062
O 4.655 2.357 -0.361 -0.536
C 5.190 1.130 -0.164 0.896
O 6.345 0.941 0.133 -0.653
N 4.286 0.140 -0.366 -0.454
C 4.634 -1.232 -0.065 -0.238
C 3.843 -1.709 1.159 -0.230
N 2.416 -1.493 0.982 -0.422
C 1.707 -2.497 0.402 0.090
C 0.352 -2.745 0.138 0.146
N -0.829 -2.245 0.499 -0.401
C -1.056 -1.337 1.598 -0.220
C -1.852 -0.129 1.090 -0.214
N -3.079 -0.602 0.490 -0.481
C -4.199 0.239 0.527 0.192
C -4.719 0.567 1.776 -0.227
C -5.841 1.361 1.912 -0.230
C -6.481 1.832 0.782 -0.212
C -5.985 1.523 -0.473 -0.279
C -4.843 0.747 -0.620 0.245
O -4.275 0.461 -1.835 -0.509
C -4.930 0.882 -3.005 -0.250
C -2.829 -1.475 -0.634 -0.213
C -2.054 -2.696 -0.126 -0.219
C 0.693 -3.926 -0.685 0.431
O 0.090 -4.585 -1.501 -0.558
C 2.121 -3.765 -0.216 0.425
O 3.138 -4.420 -0.228 -0.574
C 2.099 -0.110 0.681 -0.223
C 2.874 0.354 -0.565 -0.231
H 5.510 5.572 -0.434 0.218
H 4.015 4.858 0.189 0.209
H 4.414 4.711 -1.525 0.211
H 6.398 3.293 -0.946 0.189
H 5.996 3.438 0.775 0.187
H 5.706 -1.278 0.127 0.253
H 4.390 -1.863 -0.926 0.205
H 4.025 -2.770 1.322 0.245
H 4.157 -1.145 2.042 0.199
H -0.108 -1.040 2.044 0.218
H -1.656 -1.853 2.359 0.202
H -2.081 0.545 1.915 0.218
H -1.244 0.423 0.350 0.169
H -4.231 0.172 2.655 0.211
H -6.219 1.598 2.894 0.215
H -7.366 2.444 0.867 0.214
H -6.489 1.914 -1.342 0.218
H -4.326 0.503 -3.829 0.202
H -5.939 0.465 -3.076 0.178
H -4.981 1.974 -3.070 0.177
H -3.779 -1.801 -1.053 0.222
H -2.246 -0.978 -1.424 0.183
H -1.815 -3.372 -0.946 0.249
H -2.664 -3.227 0.614 0.191
H 1.031 -0.003 0.499 0.209
H 2.386 0.506 1.540 0.203
H 2.689 1.409 -0.761 0.241
H 2.549 -0.240 -1.429 0.196
```

Its SMILES is CCOC(=O)N1CCN(c2c(N3CCN(c4ccccc4OC)CC3)c(=O)c2=O)CC1. For the energy above the lowest of the compared OMol25 structures with the same formula, charge and spin, the calculation gives 248.1 kJ/mol. The electronic energy is -39465.284 eV. As for the HOMO energy: -7.7 eV.


The following is a DFT calculation (ωB97M-V/def2-TZVPD) of an isolated ion of composition C22H28N5 and charge +1.

Geometry as XYZ:
```
55
Properties=species:S:1:pos:R:3:nbo_charge:R:1
C 2.378 -0.182 0.777 -0.479
N 1.963 1.071 0.156 -0.460
C 3.070 1.801 -0.480 -0.404
C 0.886 1.730 0.769 0.221
C 0.857 3.224 0.676 -0.136
C 0.872 3.936 -0.519 -0.220
C 1.075 5.330 -0.446 -0.188
C 1.185 5.981 0.782 -0.189
C 0.975 5.255 1.959 -0.214
C 0.776 3.884 1.903 -0.147
N -0.784 1.184 0.506 -0.430
C -1.817 2.240 0.919 -0.229
C -2.148 2.970 -0.393 -0.436
C -1.737 2.035 -1.538 -0.410
C -1.276 0.764 -0.852 -0.053
C -0.397 -0.199 -1.634 -0.231
N -0.335 -1.545 -1.026 -0.166
C -0.937 -2.715 -1.385 -0.060
C -0.531 -3.649 -0.442 0.064
C -0.782 -5.054 -0.214 -0.092
C -1.762 -5.842 -0.883 -0.182
C -1.915 -7.191 -0.558 -0.212
C -1.101 -7.786 0.420 -0.193
C -0.134 -7.021 1.101 -0.207
C 0.004 -5.663 0.804 -0.174
N 0.283 -3.025 0.449 -0.196
N 0.361 -1.786 0.104 -0.107
H 3.152 -0.611 0.121 0.206
H 2.767 -0.114 1.823 0.185
H 1.469 -0.861 0.755 0.269
H 3.855 1.067 -0.679 0.226
H 2.762 2.218 -1.450 0.199
H 3.505 2.612 0.134 0.206
H 0.820 1.414 1.827 0.190
H 0.783 3.433 -1.487 0.220
H 1.189 5.889 -1.378 0.231
H 1.444 7.047 0.820 0.238
H 1.029 5.746 2.923 0.233
H 0.598 3.302 2.821 0.213
H -0.813 0.410 1.180 0.431
H -1.475 2.885 1.736 0.247
H -2.714 1.714 1.298 0.223
H -1.578 3.907 -0.457 0.244
H -3.220 3.214 -0.474 0.244
H -0.965 2.440 -2.200 0.217
H -2.595 1.789 -2.174 0.241
H -2.204 0.210 -0.614 0.213
H 0.628 0.189 -1.761 0.252
H -0.830 -0.330 -2.633 0.244
H -1.588 -2.846 -2.226 0.236
H -2.382 -5.348 -1.639 0.206
H -2.684 -7.782 -1.079 0.226
H -1.213 -8.841 0.650 0.224
H 0.516 -7.469 1.865 0.226
H 0.717 -5.031 1.345 0.237
```

Its total charge is +1. Its SMILES is CN(C)[C@@H](c1ccccc1)[N@H+]1CCC[C@H]1Cn1cc(-c2ccccc2)nn1. The electronic energy is -30710.306 eV. As for the HOMO energy: -10.7 eV.